Below is a structure of composition C21H39BClCsF2N4O19PS2V at a distorted geometry, with properties calculated with ωB97M-V/def2-TZVPD.

Each line ends with the Mulliken charge.
Positions of all 92 atoms, in Å:
N 2.00580 1.50334 -4.09724  0.00
C 2.29640 2.34704 -5.00567  -0.20
N 3.65222 2.62243 -5.18494  -0.24
P 4.15394 4.20421 -4.70215  0.21
S 5.74061 4.14857 -3.60059  -0.37
N 1.36597 2.91969 -5.80348  -0.08
B 0.82837 4.25020 -5.33947  0.69
O 1.19406 5.33081 -6.05828  -0.53
O 0.00108 4.41554 -4.30220  -0.38
H 1.16367 0.82529 -4.13140  0.32
H 2.67288 1.42532 -3.34599  0.17
H 3.91544 2.41067 -6.14201  0.38
H 4.33207 5.01170 -5.83362  0.12
H 3.08201 4.75803 -3.97905  0.08
H 0.59243 2.28627 -5.98920  0.24
H 0.86250 5.19329 -6.96235  0.32
H 0.19159 3.80690 -3.57321  0.28
Cl -0.43357 1.19487 -3.32850  -0.89
Cs -0.80730 -0.83044 -2.42535  0.89
F 2.74335 -0.69542 -5.08756  -0.67
N 2.17134 4.62488 -9.69132  1.03
O 1.18962 4.81233 -8.95563  -0.56
O 2.95827 5.53918 -9.91651  -0.50
O 2.35232 3.51105 -10.19038  -0.49
C 3.30360 -2.33029 3.34796  -0.29
C 3.84034 -2.85991 2.03781  0.32
O 2.74245 -3.61189 1.54019  -0.31
C 1.61033 -3.04084 2.03993  0.60
O 0.51673 -3.23442 1.63844  -0.50
O 1.90637 -2.20276 3.06129  -0.25
F 4.89870 -3.68395 2.22020  -0.28
H 3.44577 -3.04312 4.16089  0.26
H 3.73125 -1.37265 3.63325  0.15
H 4.10759 -2.09003 1.31272  0.29
O -6.17546 -1.02112 2.42308  -0.66
S -5.29393 -0.79360 3.52513  1.20
O -4.02709 -0.15524 3.32882  -0.57
O -5.07047 -2.15764 4.30674  -0.23
C -4.57578 -3.28948 3.56667  -0.45
C -3.10730 -3.14440 3.22954  -0.88
C -6.15167 0.05404 4.80550  -0.89
H -5.17920 -3.44423 2.67059  0.34
H -4.72695 -4.15337 4.21006  0.29
H -2.94197 -2.31878 2.54167  0.29
H -2.72900 -4.05226 2.76036  0.43
H -2.52568 -2.94054 4.12827  0.18
H -7.10117 -0.44209 4.98283  0.32
H -6.31210 1.07205 4.45924  0.36
H -5.53283 0.05559 5.70041  0.26
C -3.91320 -4.53859 -6.53681  -0.46
C -4.28993 -4.89859 -7.76097  -0.37
C -3.29578 -5.06923 -8.85517  0.39
O -3.64126 -5.38911 -9.97137  -0.55
C -1.86927 -4.82492 -8.53025  -0.24
C -1.49484 -4.47365 -7.30744  -0.20
C -2.48323 -4.30289 -6.21871  0.41
O -2.11427 -3.97064 -5.11319  -0.57
H -4.61862 -4.40445 -5.72657  0.42
H -5.32529 -5.07885 -8.02001  0.41
H -1.15979 -4.93865 -9.34132  0.28
H -0.45978 -4.28779 -7.05439  0.49
C 0.88887 3.49595 4.28021  -0.81
C 2.33025 3.65906 3.84865  -0.26
O 3.23156 3.51767 4.95773  -0.37
C 3.48708 2.26976 5.33481  0.83
O 3.05924 1.26637 4.82277  -0.53
O 4.30066 2.31796 6.38704  -0.36
C 4.61123 1.04431 6.95551  -0.59
H 0.65457 4.17531 5.10064  0.31
H 0.21310 3.69888 3.44987  0.41
H 0.69887 2.48427 4.63469  0.06
H 2.49127 4.66253 3.46132  0.30
H 2.59479 2.95765 3.05870  0.29
H 4.98767 0.35892 6.20019  0.27
H 3.73158 0.62466 7.44089  0.26
H 5.38297 1.21351 7.69954  0.22
C -0.94832 0.81510 6.47017  -0.30
C -0.84105 1.37416 7.88681  -0.62
C -2.30736 1.53422 8.26926  -0.46
O -3.02354 0.51155 7.57097  -0.41
C -2.17036 -0.08246 6.58513  -0.12
H -0.05920 0.28080 6.13780  0.45
H -1.14360 1.62427 5.76358  0.07
H -0.35974 0.64290 8.54020  0.26
H -0.28277 2.30718 7.95191  0.35
H -2.69695 2.50657 7.94851  0.27
H -2.48007 1.42918 9.34061  0.30
H -1.89537 -1.08514 6.93198  0.21
H -2.71346 -0.17739 5.64446  0.01
O 2.92825 -5.34059 -11.42306  -0.75
V 1.98933 -4.89068 -10.09118  1.74
O 1.12811 -4.43398 -8.70899  -0.83

Output
highest occupied orbital energy = -8.4282 eV
LUMO level = -0.2503 Eh
Kohn-Sham gap = 1.62 eV
electronic energy = -143085.456 eV

---

Below is a cluster of 2 separate species, C2H11N5 in total at a distorted geometry, with properties calculated with ωB97M-V/def2-TZVPD.

Each line ends with the natural charge from an NBO analysis.
Positions of all 18 atoms, in Å:
H 0.18747 2.35339 1.82769  0.36
N 0.22903 1.94389 0.88981  -0.61
N 0.42283 0.71430 1.01868  0.05
N 1.84670 0.26879 0.06596  -0.47
N 2.75142 -0.68858 0.53298  -0.63
H 2.29539 1.17729 -0.05780  0.34
H 2.78018 -0.67434 1.55462  0.33
H 2.41707 -1.60636 0.25557  0.34
C -1.14406 -1.43142 -0.02007  -0.41
N -0.75863 -0.06708 -0.34903  -0.50
C -1.71097 0.71289 -1.12699  -0.43
H -1.14097 -2.03783 -0.92980  0.18
H -2.13234 -1.45374 0.44200  0.20
H -0.41754 -1.85647 0.67186  0.21
H 0.18456 -0.07698 -0.79101  0.42
H -1.62630 0.41505 -2.17486  0.19
H -1.44958 1.76701 -1.02071  0.23
H -2.73426 0.54020 -0.78887  0.20

Output
highest occupied orbital energy = -7.5020 eV
LUMO level = 0.0307 Eh
Kohn-Sham gap = 8.34 eV
electronic energy = -9697.210 eV
structure (SMILES) = [H]/N=N/NN.CNC
energy relative to the best compared isomer or geometry (same formula, charge and spin) = 143.1 kcal/mol

---

Below is a cluster of 2 separate species, C7H14N2 in total at a distorted geometry, with properties calculated with ωB97M-V/def2-TZVPD.

Each line ends with the natural charge from an NBO analysis.
Positions of all 23 atoms, in Å:
H -0.67874 3.58431 -1.42677  0.34
N 0.04045 3.24133 -0.79449  -0.66
C -0.27713 2.15463 -0.22001  0.25
N 0.49302 1.57308 0.74942  -0.43
C 1.76140 1.38387 0.64219  -0.06
H -1.20546 1.59811 -0.39983  0.16
H 2.34023 1.77937 -0.19567  0.18
H 2.30245 1.22009 1.56844  0.19
C -2.00588 -0.63860 1.15801  -0.65
C -0.54854 -0.90520 0.96492  -0.14
C 0.07615 -1.34668 -0.14615  -0.03
C 1.54050 -1.49379 -0.11014  -0.62
C -0.51920 -1.28825 -1.52659  -0.65
H -2.54402 -0.52387 0.21896  0.20
H -2.46061 -1.46951 1.70582  0.22
H -2.13517 0.26504 1.75642  0.22
H 0.00876 -0.93709 1.89373  0.19
H 1.90826 -2.27476 -0.77452  0.22
H 1.96898 -0.39406 -0.27128  0.21
H 1.92832 -1.69296 0.88628  0.22
H -1.59230 -1.09800 -1.51717  0.21
H -0.04835 -0.50012 -2.11980  0.21
H -0.35315 -2.23692 -2.04178  0.22

Output
highest occupied orbital energy = -8.6660 eV
LUMO level = 0.0212 Eh
Kohn-Sham gap = 9.24 eV
electronic energy = -10463.911 eV
structure (SMILES) = [H]/N=C/N=C.CC=C(C)C
energy relative to the best compared isomer or geometry (same formula, charge and spin) = 56.6 kcal/mol

---

Below is an isolated molecule of C2H5N5 at a distorted geometry, with properties calculated with ωB97M-V/def2-TZVPD.

Each line ends with the Mulliken spin population.
Positions of all 12 atoms, in Å:
C -0.65899 0.60061 0.24850  0.75
C -0.80436 -0.20030 -0.92371  -0.04
N -0.03845 1.27531 2.36868  0.39
N -0.79491 1.40542 1.15808  0.07
N 0.81189 -0.44496 1.45789  0.59
N 0.75365 0.36275 2.38504  0.11
N 0.27750 -0.38109 -1.84175  0.04
H -1.09066 -1.28443 -0.53845  0.04
H -1.58595 0.35591 -1.51471  0.06
H 1.04365 -0.82451 -1.39716  0.00
H 1.63002 -1.11752 1.25340  0.01
H 0.45661 0.25283 -2.65582  0.00

Output
highest occupied orbital energy (spin up / spin down) = -5.5221 / -9.6691 eV
LUMO level (spin up / spin down) = 0.0229 / -0.0922 Eh
multiplicity = 3
Kohn-Sham gap (spin up / spin down) = 6.14 / 7.16 eV
electronic energy = -9596.808 eV
energy relative to the best compared isomer or geometry (same formula, charge and spin) = 36.1 kcal/mol

---

Below is an isolated molecule of C4H5NS2 at a distorted geometry, with properties calculated with ωB97M-V/def2-TZVPD.

Each line ends with the natural charge from an NBO analysis.
Positions of all 12 atoms, in Å:
S -1.93897 -1.38978 0.00424  -0.03
C -2.45521 0.17303 0.00738  -0.27
C -1.73551 1.40806 0.02026  -0.38
C -0.36141 1.51893 -0.00853  0.12
N 0.51428 0.45536 -0.07408  -0.59
C 1.85456 0.60414 0.03432  -0.08
S 2.94904 -0.59427 0.00276  -0.03
H -3.52779 0.32406 0.06701  0.20
H -2.36066 2.30839 -0.04698  0.23
H 0.09098 2.53026 -0.02374  0.21
H 0.10225 -0.47127 -0.06184  0.44
H 2.11958 1.64096 0.15158  0.18

Output
highest occupied orbital energy = -8.8504 eV
LUMO level = -0.0462 Eh
Kohn-Sham gap = 7.59 eV
electronic energy = -27388.540 eV
structure (SMILES) = S=C/C=C\NC=S
energy relative to the best compared isomer or geometry (same formula, charge and spin) = 27.1 kcal/mol

---

Below is an isolated molecule of C2H3BF2O at a distorted geometry, with properties calculated with ωB97M-V/def2-TZVPD.

Each line ends with the natural charge from an NBO analysis.
Positions of all 9 atoms, in Å:
B -1.22430 -0.65558 0.22219  0.69
O 0.17142 -0.46655 -0.23100  -0.72
C 1.24707 0.43994 -0.00844  0.60
F 0.82017 1.72383 -0.02086  -0.32
C 2.60708 0.26402 -0.05076  0.08
F 3.17967 -0.95215 0.09550  -0.33
H -1.63319 -0.16503 1.15110  -0.12
H -1.93116 -1.40056 -0.50574  -0.09
H 3.40859 0.98442 -0.28588  0.20

Output
highest occupied orbital energy = -9.4195 eV
LUMO level = 0.0085 Eh
Kohn-Sham gap = 9.65 eV
electronic energy = -10279.546 eV
structure (SMILES) = BO/C(F)=C\F
energy relative to the best compared isomer or geometry (same formula, charge and spin) = 70.8 kcal/mol

---

Below is a cluster of 2 separate species, C6H10N3 in total at a distorted geometry, with properties calculated with ωB97M-V/def2-TZVPD.

Each line ends with the natural charge from an NBO analysis.
Positions of all 19 atoms, in Å:
C 1.55299 1.14279 2.54652  0.07
C 0.26366 1.23647 2.16878  0.08
C 2.13713 0.03909 0.63607  0.15
C 0.72097 -0.11486 0.25975  0.29
C -1.64117 0.53246 0.75323  -0.45
C -1.23416 -1.78907 -3.69766  -0.47
N 2.45849 0.66614 1.69609  -0.34
N -0.20139 0.53933 1.09767  -0.22
N 0.42251 -0.52291 -0.91738  -0.45
H 1.85456 1.61513 3.54025  0.26
H -0.60062 1.71869 2.66474  0.26
H 2.69353 -0.29656 -0.14982  0.21
H -2.02632 1.44302 0.61538  0.24
H -1.94835 -0.02372 -0.19462  0.28
H -2.21756 0.01312 1.47240  0.24
H -2.18381 -2.10692 -3.84554  0.17
H -0.39589 -1.86653 -4.40702  0.17
H -0.92607 -1.35301 -2.82510  0.14
H 1.27150 -0.87266 -1.41373  0.37

Output
charge = +1
highest occupied orbital energy (spin up / spin down) = -14.3257 / -11.2934 eV
LUMO level (spin up / spin down) = -0.1864 / -0.2795 Eh
Kohn-Sham gap (spin up / spin down) = 9.25 / 3.69 eV
electronic energy = -10842.429 eV
energy relative to the best compared isomer or geometry (same formula, charge and spin) = 134.5 kcal/mol

---

Below is an isolated molecule of C2H8N2O at a distorted geometry, with properties calculated with ωB97M-V/def2-TZVPD.

Each line ends with the natural charge from an NBO analysis.
Positions of all 13 atoms, in Å:
C 1.50031 0.25778 -0.42778  -0.43
N 0.60639 0.38500 0.71656  -0.63
C -0.71542 -0.06733 0.55490  0.40
N -0.91749 -1.31706 -0.04423  -0.86
O -1.34523 1.18245 -0.24039  -0.84
H 2.42862 0.77096 -0.18732  0.21
H 1.09243 0.68995 -1.34872  0.19
H 1.72620 -0.79464 -0.60854  0.19
H 0.47630 1.38238 0.93952  0.38
H -1.24689 0.00349 1.51050  0.17
H -0.93595 -2.09294 0.60179  0.39
H -0.42138 -1.46117 -0.91400  0.38
H -2.24790 1.06114 -0.55229  0.47

Output
highest occupied orbital energy = -9.2310 eV
LUMO level = 0.0361 Eh
Kohn-Sham gap = 10.21 eV
electronic energy = -7230.743 eV
structure (SMILES) = CN[C@H](N)O
energy relative to the best compared isomer or geometry (same formula, charge and spin) = 36.6 kcal/mol

---

The lowest electronic energy belongs to which entry? C21H39BClCsF2N4O19PS2V

---

Which value of electronic energy does entry 4 give? -9596.808 eV

---

What did the sixth record say?
Below is an isolated molecule of C2H3BF2O at a distorted geometry, with properties calculated with ωB97M-V/def2-TZVPD.

Each line ends with the natural charge from an NBO analysis.
Positions of all 9 atoms, in Å:
B -1.22430 -0.65558 0.22219  0.69
O 0.17142 -0.46655 -0.23100  -0.72
C 1.24707 0.43994 -0.00844  0.60
F 0.82017 1.72383 -0.02086  -0.32
C 2.60708 0.26402 -0.05076  0.08
F 3.17967 -0.95215 0.09550  -0.33
H -1.63319 -0.16503 1.15110  -0.12
H -1.93116 -1.40056 -0.50574  -0.09
H 3.40859 0.98442 -0.28588  0.20

Output
highest occupied orbital energy = -9.4195 eV
LUMO level = 0.0085 Eh
Kohn-Sham gap = 9.65 eV
electronic energy = -10279.546 eV
structure (SMILES) = BO/C(F)=C\F
energy relative to the best compared isomer or geometry (same formula, charge and spin) = 70.8 kcal/mol

---

Repeat the sixth record exactly.
Below is an isolated molecule of C2H3BF2O at a distorted geometry, with properties calculated with ωB97M-V/def2-TZVPD.

Each line ends with the natural charge from an NBO analysis.
Positions of all 9 atoms, in Å:
B -1.22430 -0.65558 0.22219  0.69
O 0.17142 -0.46655 -0.23100  -0.72
C 1.24707 0.43994 -0.00844  0.60
F 0.82017 1.72383 -0.02086  -0.32
C 2.60708 0.26402 -0.05076  0.08
F 3.17967 -0.95215 0.09550  -0.33
H -1.63319 -0.16503 1.15110  -0.12
H -1.93116 -1.40056 -0.50574  -0.09
H 3.40859 0.98442 -0.28588  0.20

Output
highest occupied orbital energy = -9.4195 eV
LUMO level = 0.0085 Eh
Kohn-Sham gap = 9.65 eV
electronic energy = -10279.546 eV
structure (SMILES) = BO/C(F)=C\F
energy relative to the best compared isomer or geometry (same formula, charge and spin) = 70.8 kcal/mol